#P
{
  "formula": "C28H44As2F6N4O2PRbS5",
  "method": "the ωB97M-V functional and the def2-TZVPD basis",
  "charge": -1,
  "multiplicity": 2,
  "homo_energy_ev": [-4.166, -5.274],
  "orbital_gap_ev": [5.960, 6.610],
  "symbols": ["Rb", "C", "C", "N", "C", "C", "C", "C", "C", "C", "C", "N", "C", "C", "N", "N", "H", "H", "H", "H", "H", "H", "H", "H", "H", "H", "H", "H", "H", "H", "H", "H", "H", "H", "C", "As", "C", "C", "C", "C", "C", "C", "C", "As", "C", "C", "H", "H", "H", "H", "H", "H", "H", "H", "H", "H", "H", "H", "H", "H", "H", "H", "S", "C", "S", "C", "C", "S", "S", "S", "C", "O", "C", "C", "O", "C", "H", "H", "H", "H", "H", "H", "H", "H", "H", "H", "F", "P", "F", "F", "F", "F", "F"],
  "xyz": [[-0.520, 1.008, -0.934], [1.800, -0.747, -3.650], [0.893, 0.226, -4.420], [-0.485, 0.245, -3.939], [-1.349, -0.833, -4.414], [-1.043, -2.147, -3.729], [-0.823, -3.323, -4.438], [-0.497, -4.472, -3.737], [-0.362, -4.408, -2.359], [-0.604, -3.193, -1.731], [-0.446, -3.010, -0.229], [0.196, -1.749, 0.111], [1.659, -1.710, 0.018], [2.194, -1.707, -1.416], [1.641, -0.619, -2.207], [-0.970, -2.103, -2.396], [2.833, -0.582, -3.986], [1.550, -1.778, -3.913], [0.958, -0.036, -5.486], [1.287, 1.238, -4.310], [-0.915, 1.134, -4.156], [-1.297, -0.972, -5.503], [-2.375, -0.567, -4.151], [-0.898, -3.324, -5.519], [-0.320, -5.403, -4.263], [-0.065, -5.275, -1.781], [0.075, -3.881, 0.191], [-1.450, -2.985, 0.204], [-0.077, -1.468, 1.043], [2.129, -2.548, 0.552], [1.981, -0.788, 0.509], [1.920, -2.643, -1.909], [3.293, -1.705, -1.363], [2.000, 0.278, -1.897], [4.212, 1.209, 0.812], [2.871, 1.483, 2.207], [3.978, 2.583, 3.394], [3.045, -0.224, 3.172], [4.294, -0.802, 3.393], [4.417, -1.988, 4.104], [3.279, -2.602, 4.611], [2.027, -2.036, 4.396], [1.891, -0.851, 3.672], [0.119, -0.065, 3.249], [0.132, 1.335, 4.622], [-1.026, -1.314, 4.223], [5.224, 1.239, 1.218], [4.087, 2.003, 0.076], [4.047, 0.249, 0.325], [4.910, 2.071, 3.638], [3.431, 2.800, 4.311], [4.200, 3.522, 2.885], [5.184, -0.323, 3.000], [5.394, -2.428, 4.262], [3.361, -3.527, 5.169], [1.153, -2.541, 4.786], [0.469, 0.918, 5.570], [-0.874, 1.743, 4.718], [0.794, 2.142, 4.309], [-0.789, -1.347, 5.287], [-0.937, -2.312, 3.796], [-2.056, -0.980, 4.096], [-9.595, 0.484, -3.783], [-7.978, 0.251, -3.541], [-7.271, -1.270, -3.185], [-5.583, -0.812, -3.054], [-5.350, 0.584, -3.262], [-3.912, 1.436, -3.199], [-6.804, 1.499, -3.615], [-4.483, -2.022, -2.716], [-3.604, -0.183, 0.438], [-2.824, 0.997, 0.573], [-3.090, 1.713, 1.760], [-2.340, 3.015, 1.749], [-0.956, 2.776, 1.937], [-0.229, 3.988, 2.072], [-4.670, 0.057, 0.470], [-3.374, -0.897, 1.242], [-3.381, -0.632, -0.531], [-2.796, 1.122, 2.636], [-4.164, 1.918, 1.839], [-2.729, 3.650, 2.556], [-2.509, 3.535, 0.799], [-0.410, 4.657, 1.229], [0.827, 3.731, 2.084], [-0.499, 4.493, 3.009], [1.288, 2.592, -0.467], [1.293, 3.716, -1.668], [-0.060, 4.338, -1.043], [0.356, 2.714, -2.565], [1.299, 4.786, -2.845], [2.600, 2.989, -2.273], [2.198, 4.663, -0.741]]
}

=====

#Q
{
  "formula": "C28H44As2F6N4O2PRbS5",
  "method": "the ωB97M-V functional and the def2-TZVPD basis",
  "charge": -1,
  "multiplicity": 2,
  "homo_energy_ev": [-4.411, -5.467],
  "orbital_gap_ev": [6.239, 6.583],
  "symbols": ["Rb", "C", "C", "N", "C", "C", "C", "C", "C", "C", "C", "N", "C", "C", "N", "N", "H", "H", "H", "H", "H", "H", "H", "H", "H", "H", "H", "H", "H", "H", "H", "H", "H", "H", "C", "As", "C", "C", "C", "C", "C", "C", "C", "As", "C", "C", "H", "H", "H", "H", "H", "H", "H", "H", "H", "H", "H", "H", "H", "H", "H", "H", "S", "C", "S", "C", "C", "S", "S", "S", "C", "O", "C", "C", "O", "C", "H", "H", "H", "H", "H", "H", "H", "H", "H", "H", "F", "P", "F", "F", "F", "F", "F"],
  "xyz": [[0.474, -0.145, 0.351], [2.268, -2.942, -1.836], [3.282, -2.360, -0.854], [3.162, -0.924, -0.662], [3.648, -0.082, -1.734], [2.694, 0.024, -2.902], [3.186, 0.064, -4.203], [2.292, 0.143, -5.255], [0.935, 0.140, -4.979], [0.529, 0.102, -3.650], [-0.952, 0.077, -3.311], [-1.267, -0.702, -2.133], [-1.388, -2.137, -2.332], [-0.059, -2.858, -2.552], [0.883, -2.693, -1.462], [1.389, 0.082, -2.637], [2.493, -4.014, -1.952], [2.424, -2.496, -2.821], [4.284, -2.642, -1.224], [3.150, -2.834, 0.118], [3.583, -0.652, 0.215], [4.625, -0.416, -2.122], [3.778, 0.929, -1.339], [4.253, 0.023, -4.378], [2.646, 0.178, -6.278], [0.200, 0.153, -5.774], [-1.498, -0.273, -4.203], [-1.273, 1.106, -3.132], [-2.094, -0.345, -1.673], [-2.038, -2.383, -3.190], [-1.876, -2.541, -1.442], [0.410, -2.459, -3.456], [-0.287, -3.914, -2.776], [0.625, -3.247, -0.651], [-1.707, -4.426, 0.779], [-2.493, -2.698, 1.272], [-2.870, -3.164, 3.139], [-4.306, -2.966, 0.544], [-4.889, -4.229, 0.485], [-6.152, -4.417, -0.057], [-6.852, -3.328, -0.551], [-6.289, -2.061, -0.489], [-5.022, -1.861, 0.056], [-4.207, -0.068, 0.109], [-4.392, 0.253, 2.033], [-5.766, 1.001, -0.425], [-2.236, -5.258, 1.241], [-0.678, -4.426, 1.135], [-1.718, -4.551, -0.305], [-3.447, -4.088, 3.189], [-3.429, -2.364, 3.623], [-1.914, -3.300, 3.645], [-4.348, -5.088, 0.865], [-6.583, -5.410, -0.096], [-7.836, -3.459, -0.983], [-6.854, -1.223, -0.877], [-5.335, -0.157, 2.394], [-4.363, 1.328, 2.211], [-3.551, -0.189, 2.560], [-6.648, 0.773, 0.173], [-5.988, 0.853, -1.481], [-5.499, 2.049, -0.279], [0.007, 7.438, 0.742], [0.916, 6.132, 0.303], [1.424, 5.803, -1.307], [2.231, 4.256, -1.052], [2.239, 3.823, 0.296], [2.877, 2.422, 0.941], [1.451, 4.930, 1.411], [2.857, 3.488, -2.390], [-1.101, 3.059, -1.073], [-0.800, 2.447, 0.162], [-1.551, 2.964, 1.238], [-0.995, 2.409, 2.522], [-1.298, 1.030, 2.613], [-0.760, 0.456, 3.792], [-1.063, 4.151, -0.992], [-2.099, 2.764, -1.427], [-0.343, 2.738, -1.788], [-2.610, 2.688, 1.132], [-1.478, 4.059, 1.257], [-1.433, 2.949, 3.373], [0.091, 2.563, 2.542], [0.333, 0.514, 3.801], [-1.045, -0.593, 3.811], [-1.150, 0.965, 4.682], [0.083, -2.263, 2.428], [1.499, -2.926, 2.950], [1.400, -2.047, 4.294], [2.273, -1.702, 2.203], [2.890, -3.562, 3.414], [1.557, -3.785, 1.561], [0.664, -4.118, 3.643]]
}

=====

Least stable structure: #P

=====

#P
{
  "formula": "C4H10NOP",
  "method": "the ωB97M-V functional and the def2-TZVPD basis",
  "homo_energy_ev": [-7.044, -7.235],
  "orbital_gap_ev": [7.140, 7.241],
  "symbols": ["C", "C", "C", "C", "N", "O", "P", "H", "H", "H", "H", "H", "H", "H", "H", "H", "H"],
  "xyz": [[-1.064, 0.802, -2.190], [2.215, 0.178, 0.489], [-0.335, -1.854, 0.684], [-1.439, 1.140, 0.595], [3.156, -0.287, -0.072], [-0.610, -1.153, -0.500], [-0.385, 0.422, -0.645], [-1.593, 1.787, -2.278], [-0.888, 0.219, -3.107], [2.434, 0.924, 1.300], [-0.576, -1.196, 1.463], [0.797, -2.073, 0.723], [-0.967, -2.774, 0.647], [-1.450, 2.184, 0.461], [-2.514, 0.741, 0.897], [-0.961, 0.997, 1.583], [4.179, -0.055, -0.049]]
}

=====

#Q
{
  "formula": "C4H10NOP",
  "method": "the ωB97M-V functional and the def2-TZVPD basis",
  "homo_energy_ev": [-8.812, -7.603],
  "orbital_gap_ev": [8.358, 7.466],
  "symbols": ["C", "C", "C", "C", "N", "O", "P", "H", "H", "H", "H", "H", "H", "H", "H", "H", "H"],
  "xyz": [[-1.010, -0.683, -0.486], [-0.128, -0.546, 0.910], [-2.658, 0.975, -0.161], [3.396, -0.163, -0.680], [-2.347, -0.327, -0.205], [1.190, -0.533, 0.654], [2.026, 0.791, 0.064], [-0.385, -0.089, -1.173], [-1.002, -1.816, -0.897], [-0.569, 0.530, 1.301], [-0.148, -1.433, 1.618], [-2.552, 1.319, 0.782], [-2.139, 1.656, -0.922], [-3.752, 1.102, -0.413], [3.054, -0.802, -1.571], [3.886, -0.873, 0.059], [4.106, 0.539, -1.022]]
}

=====

#R
{
  "formula": "C4H10NOP",
  "method": "the ωB97M-V functional and the def2-TZVPD basis",
  "homo_energy_ev": -9.165,
  "orbital_gap_ev": 10.102,
  "smiles": "[H]/N=C(\\C)OP(C)C",
  "symbols": ["H", "N", "C", "C", "O", "P", "C", "C", "H", "H", "H", "H", "H", "H", "H", "H", "H"],
  "xyz": [[3.131, 1.037, -1.156], [2.100, 1.178, -1.195], [1.494, 0.575, -0.280], [2.242, -0.449, 0.636], [0.243, 0.452, 0.064], [-1.273, 0.806, -0.675], [-1.579, -1.009, -1.250], [-2.153, 0.795, 1.041], [1.732, -1.297, 0.917], [3.297, -0.668, 0.294], [2.325, 0.124, 1.638], [-2.496, -1.094, -1.714], [-1.454, -1.859, -0.511], [-0.842, -1.214, -2.103], [-1.846, -0.124, 1.637], [-3.232, 1.097, 1.074], [-1.689, 1.650, 1.583]]
}

=====

Least stable structure: #P

=====

#P
{
  "formula": "C4H10O2S2",
  "method": "the ωB97M-V functional and the def2-TZVPD basis",
  "homo_energy_ev": -7.246,
  "orbital_gap_ev": 7.606,
  "symbols": ["C", "C", "C", "C", "O", "O", "S", "S", "H", "H", "H", "H", "H", "H", "H", "H", "H", "H"],
  "xyz": [[2.218, -0.703, 0.016], [-1.182, 0.107, -1.637], [1.889, -0.232, 1.427], [-1.595, 0.787, -0.329], [-1.625, -1.180, -1.884], [0.921, -0.459, 2.096], [-1.742, -0.429, 0.991], [-0.332, 2.046, -0.261], [2.197, -1.849, -0.133], [1.590, -0.399, -0.725], [3.297, -0.466, -0.038], [-0.162, 0.264, -1.783], [-1.660, 0.749, -2.436], [2.596, 0.534, 1.731], [-1.922, -1.602, -1.022], [-0.689, -0.565, 1.955], [-2.712, 0.329, 1.752], [-1.086, 3.070, 0.280]]
}

=====

#Q
{
  "formula": "C4H10O2S2",
  "method": "the ωB97M-V functional and the def2-TZVPD basis",
  "homo_energy_ev": -9.179,
  "orbital_gap_ev": 9.838,
  "smiles": "O[C@H](CS)[C@H](O)CS",
  "symbols": ["O", "C", "C", "S", "C", "O", "C", "S", "H", "H", "H", "H", "H", "H", "H", "H", "H", "H"],
  "xyz": [[0.077, -1.209, 1.262], [0.549, -0.526, 0.114], [1.937, 0.153, 0.473], [3.409, -0.599, -0.278], [-0.462, 0.669, -0.258], [-0.798, 1.322, 0.960], [-1.690, 0.157, -1.019], [-2.837, -0.917, -0.072], [-0.547, -1.693, 0.922], [0.787, -1.089, -0.716], [2.001, 0.078, 1.540], [2.075, 1.363, 0.212], [3.245, 0.162, -1.305], [-0.071, 1.328, -0.838], [-0.801, 0.635, 1.494], [-1.479, -0.287, -2.001], [-2.441, 0.692, -1.429], [-2.952, -0.239, 0.939]]
}

=====

Least stable structure: #P